1.
# C38H85BrF7N5O10PSSi

8 unconnected molecules or ions with the total composition C38H85BrF7N5O10PSSi at a distorted geometry (wB97M-V/def2-TZVPD, the Open Molecules 2025 dataset).

```
149
Properties=species:S:1:pos:R:3:lowdin_charge:R:1
Br -3.8029 -1.4703 -2.2423 0.810
S -2.3319 -0.2144 3.2622 0.267
P -2.0438 0.9809 1.7570 0.516
Si -3.7585 5.0832 3.3947 0.451
F -0.2589 4.4850 -4.7405 0.226
F 1.6952 4.5591 -3.8017 0.217
F 1.2831 2.5380 -1.8385 0.124
F 0.0435 2.0639 -3.4695 0.136
F 0.4632 4.7706 -1.3734 0.156
F -1.4595 4.6652 -2.3322 0.170
F 0.2951 6.1040 -3.5278 0.186
O 7.9912 -3.3201 1.6744 -0.090
O -5.4799 -6.0329 2.0061 -0.109
O 11.5106 -4.1624 4.4533 -0.085
O 2.9750 -1.3874 0.1203 0.166
O 5.5783 0.4808 -3.4729 -0.099
O -2.0767 5.0057 3.2387 -0.207
O 3.5751 5.1024 -7.3959 -0.087
O -5.1975 -0.5356 0.9951 -0.145
O -3.1395 -6.5665 0.6567 -0.102
O 0.3386 -3.5490 1.9693 0.146
N 0.3772 -2.9546 4.1677 0.123
N -1.2753 2.6991 -0.2069 0.007
N 0.3611 0.3378 0.3731 -0.088
N -4.5561 1.7205 -2.6613 0.126
N 1.7363 0.5982 0.1467 -0.052
C -2.2838 -1.5249 -0.9797 -0.676
C 4.8047 1.1369 -4.4775 -0.331
C 2.5590 1.3155 1.1207 -0.010
C 0.5109 -2.6982 2.7608 -0.497
C -1.0105 1.8478 -1.3533 -0.225
C -0.9996 -0.8891 -1.5139 -0.169
C 4.8776 6.3354 -5.7757 -0.090
C -7.4833 -7.0537 2.9199 -0.083
C -6.2941 -1.3543 1.4076 -0.291
C 11.3191 -4.5230 2.0617 -0.093
C 3.1319 -0.1698 -1.8328 0.031
C 5.6728 1.5789 -5.6360 -0.080
C 0.0032 2.6523 -2.2519 -0.379
C -4.1288 6.1470 4.9119 -0.162
C -2.0367 -3.0713 -0.8482 -0.135
C -3.4577 -7.5637 -0.3062 -0.314
C 0.8481 -1.2454 2.3552 -0.110
C -0.2174 4.1847 -2.3711 -0.351
C 2.5868 -0.4396 -0.4392 -0.443
C 0.4212 4.7907 -3.6769 -0.617
C -0.4998 3.6722 2.0412 -0.104
C -0.2440 2.7674 0.8101 -0.294
C -5.9607 -2.8180 1.2030 -0.084
C -6.7746 -6.5419 1.6808 -0.309
C -4.6371 5.9163 1.9391 -0.149
C -2.2864 1.8270 -2.2595 -0.044
C -4.3209 2.5863 -0.4766 -0.036
C -4.5914 3.4228 3.7053 -0.161
C -3.5540 -6.9658 -1.6977 -0.087
C 6.7012 -3.5073 1.0990 -0.310
C -0.3639 0.4222 -0.9973 -0.068
C 5.7160 -2.4785 1.6229 -0.096
C 4.1575 6.3709 -7.1115 -0.316
C 11.2209 -5.1313 3.4476 -0.322
C -0.2312 1.2929 1.3526 -0.305
C -1.6181 4.7231 1.9146 -0.255
C 0.1705 -1.0205 1.0130 -0.149
C -3.7324 2.0202 -1.7667 -0.387
H -2.3240 0.9716 -2.9302 0.092
H -0.7150 3.1150 2.9578 0.112
H -1.1217 -0.7860 -2.5961 0.120
H -4.9729 -6.7533 2.3999 0.089
H -3.8388 3.4968 -0.1079 0.053
H 10.2164 -5.5333 3.6215 0.103
H -8.4760 -7.4338 2.6747 0.078
H 5.6198 -2.5550 2.7095 0.074
H 1.9379 -1.1514 2.3525 0.121
H -5.5126 1.8593 -2.3477 0.069
H -6.9092 -7.8559 3.3891 0.077
H -5.5924 3.5802 4.1181 0.045
H 6.1908 0.7301 -6.0830 0.082
H 0.9514 -2.2434 4.6248 0.085
H 4.0190 -0.7544 -2.0394 0.088
H 6.0674 -1.4682 1.4011 0.075
H -4.0685 2.7905 4.4303 0.035
H -2.2108 2.6294 -2.9997 0.124
H 6.8115 -3.4149 0.0195 0.114
H -4.7434 2.8239 2.7982 0.010
H -4.4050 -8.0397 -0.0265 0.100
H 2.9568 4.9069 -6.6836 0.064
H 2.3325 1.1403 2.1774 0.098
H 5.6586 5.5736 -5.7803 0.072
H 6.2504 1.0983 -3.1631 0.090
H -2.8484 -3.4947 -0.2588 0.070
H 4.2989 2.0023 -4.0313 0.102
H 0.2385 1.3374 2.3311 0.105
H 2.5908 2.4028 0.9993 0.097
H -1.1185 -3.2471 -0.2784 0.068
H 11.9385 -5.9420 3.5638 0.111
H -1.3213 5.6309 1.3846 0.135
H 4.0462 0.4283 -4.8105 0.112
H 5.0730 2.0703 -6.4038 0.077
H -5.0362 -0.7183 0.0632 -0.001
H -1.9817 -3.5145 -1.8401 0.071
H -2.6832 2.1931 2.0798 -0.009
H -4.4254 1.8473 0.3212 0.044
H -0.5773 -2.6909 4.4231 0.087
H 4.8500 6.6059 -7.9178 0.114
H -3.9045 6.3167 1.2269 0.030
H -7.5843 -6.2563 3.6573 0.078
H -3.7426 7.1567 4.7646 0.035
H 0.4587 0.4524 -1.7115 0.118
H -3.8441 -5.9064 0.6373 0.048
H -1.8314 3.5202 -0.3848 0.103
H 0.5475 -1.8331 0.3926 0.117
H -0.8753 -1.3021 1.1513 0.080
H -2.6117 -6.4880 -1.9712 0.069
H 10.8721 -3.4471 4.3630 0.073
H 3.4421 0.8827 -1.8434 0.087
H 5.3306 7.3014 -5.5471 0.076
H 2.3563 -0.2491 -2.6002 0.095
H -3.7400 5.6726 5.8158 0.034
H 7.9006 -3.4128 2.6294 0.079
H 4.7328 -2.6160 1.1750 0.048
H -0.2068 -1.6426 -1.5053 0.120
H 0.7286 3.0770 0.4186 0.115
H 4.1804 6.0776 -4.9731 0.060
H -2.6255 0.5929 0.5384 -0.013
H -5.2299 6.7714 2.2691 0.038
H -6.4836 -1.1431 2.4588 0.117
H -7.1840 -1.0744 0.8352 0.114
H -6.6663 -7.3422 0.9411 0.106
H -4.3298 -6.1960 -1.7335 0.071
H -5.3185 5.2526 1.4000 0.027
H -5.3466 2.9271 -0.6308 0.089
H 12.3181 -4.1179 1.8939 0.076
H 11.1066 -5.2664 1.2917 0.076
H 3.6021 1.0153 1.0311 0.115
H 3.3681 7.1294 -7.1040 0.109
H -2.6251 -1.2732 0.0230 0.044
H 10.6130 -3.6971 1.9524 0.053
H -7.3395 -5.7285 1.2265 0.101
H -2.6711 -8.3162 -0.2677 0.114
H -2.4624 4.2530 1.3842 0.064
H -6.7841 -3.4571 1.5213 0.067
H -5.7496 -3.0185 0.1481 0.067
H 6.4403 2.2759 -5.2910 0.076
H 0.4167 4.2194 2.2756 0.133
H -5.2149 6.2045 5.0297 0.037
H -5.0677 -3.0920 1.7664 0.079
H 0.4737 -0.6245 3.1697 0.073
H 6.3555 -4.5208 1.3254 0.113
H -3.7885 -7.7308 -2.4398 0.075
```

The HOMO energy comes out at -11.2420 eV. As for the net charge: +1.

***

2.
# C27H26N2O6S

A molecular structure, C27H26N2O6S at a distorted geometry (wB97M-V/def2-TZVPD, the Open Molecules 2025 dataset).

```
62
Properties=species:S:1:pos:R:3:lowdin_charge:R:1
S -6.5903 1.1755 -0.2449 1.138
O -4.2962 -2.2170 2.2003 -0.044
O 4.9704 -0.7131 -0.7664 0.170
O -4.5327 -0.8911 -0.2443 0.104
O 5.6496 0.9796 0.1994 0.033
O -2.7798 0.3730 0.0608 0.095
O -2.9539 -1.2819 -2.4135 0.006
N 2.7061 2.0590 -0.3491 0.118
N 0.9810 -1.3303 -0.9471 0.060
C -5.9806 3.5993 0.0612 -0.210
C -1.3964 -1.6836 -0.5426 -0.124
C 1.4691 1.4675 -0.6974 -0.267
C 5.1127 -0.1592 0.2060 -0.771
C 0.4070 -2.2367 0.9866 0.125
C 1.3915 -2.1028 -0.0061 -0.291
C 0.3764 1.3743 -0.0455 0.021
C -4.9635 2.8472 0.1514 -0.237
C -4.0321 0.2499 -0.0281 -0.324
C 4.7375 -0.7065 1.3328 -0.127
C 5.9577 1.9303 -0.7266 -0.062
C 1.9666 -0.5084 -2.2361 0.099
C -3.6683 -1.8268 -0.2640 -0.451
C -2.0713 -2.4552 1.6836 0.057
C 0.4705 2.1650 1.2331 -0.009
C -3.3403 -2.3409 1.3284 -0.339
C 1.6282 0.9698 -2.1726 -0.056
C -2.6748 -1.5751 -1.0699 -0.253
C 3.1827 -0.8941 1.3565 -0.150
C -5.0591 1.5318 -0.1346 -0.472
C 2.6995 -1.9712 0.4214 -0.179
C 2.7104 2.8127 0.7061 -0.131
C -7.1038 2.8284 -0.0679 -0.281
C -4.6773 -3.0886 -0.4582 0.078
C -0.2566 -1.2753 -1.4457 0.104
C -1.0179 -2.2170 0.5204 -0.073
C 1.5836 2.7131 1.4919 -0.160
H -4.9287 -3.1266 -1.6880 0.148
H -1.7804 -2.7523 2.5061 0.012
H 6.5749 2.7340 -0.5112 0.068
H 5.3036 -1.7029 1.6403 0.192
H 1.7151 3.2432 2.4003 0.102
H -3.9864 -4.0758 -0.6433 0.149
H -0.3934 -1.1228 -2.3414 0.054
H 6.5979 1.4153 -1.5739 0.139
H 3.4953 -2.0093 -0.3173 0.084
H 2.9947 -0.9223 -1.6126 0.157
H -5.4986 -3.2641 -0.1185 -0.041
H 2.0285 -1.1269 -2.9921 0.052
H 5.1224 -0.1532 2.1921 0.136
H -0.5480 0.9720 -0.3576 0.092
H 3.0580 -3.0255 1.3502 0.239
H -8.0813 3.0320 0.0593 0.027
H 5.1174 2.2715 -1.2402 0.056
H 2.7067 0.2101 1.1503 0.148
H 0.6034 0.9517 -2.6127 0.142
H -3.7940 3.2714 0.3969 0.195
H -0.3965 2.3310 1.8785 0.130
H 3.6391 3.1887 1.2833 0.155
H -5.9048 4.5535 0.3201 0.079
H 2.9324 -1.1685 2.4578 0.139
H 0.5794 -2.7337 1.9610 0.137
H 2.2377 1.4080 -2.6666 0.009
```

The HOMO energy comes out at -6.8850 eV. The energy relative to the best compared isomer or geometry (same formula, charge and spin) is 0.0 kJ/mol.

***

Number 1: gap between HOMO and LUMO 8.85 eV. Number 2: gap between HOMO and LUMO 5.88 eV.